Entry 1:
Molecular formula: C17H36O16Zr
Method: DFT, ωB97M-V/def2-TZVPD

Values from the calculation:
- Lowest unoccupied orbital energy: 0.62 eV
- HOMO energy: -7.525 eV
- HOMO-LUMO gap: 8.141 eV
- Net charge: 0

Each line ends with the natural charge from an NBO analysis.
Atoms and positions in Å:
1 Zr -0.039 -0.044 0.363  2.4666
2 C 3.289 -1.155 -0.199  -0.2137
3 O 2.163 -0.391 0.189  -0.9149
4 H 3.553 -2.050 0.365  0.1375
5 H 3.192 -1.586 -1.195  0.1429
6 H 4.205 -0.564 -0.210  0.1506
7 C 0.215 1.336 3.712  -0.2205
8 O 0.055 0.898 2.376  -0.9351
9 H 1.091 1.983 3.744  0.1619
10 H -0.659 1.964 3.885  0.1430
11 H 0.297 0.496 4.402  0.1572
12 C -0.573 -2.671 -2.052  -0.2112
13 O -0.652 -1.670 -1.050  -0.9339
14 H -1.326 -3.448 -1.917  0.1346
15 H -0.679 -2.258 -3.055  0.1541
16 H 0.366 -3.221 -2.106  0.1411
17 C -2.980 1.789 -0.723  -0.2067
18 O -1.762 1.240 -0.284  -0.9313
19 H -3.769 1.051 -0.578  0.1454
20 H -3.294 2.596 -0.062  0.1337
21 H -2.950 2.196 -1.734  0.1554
22 C 2.854 1.356 -6.120  -0.6514
23 C 1.755 1.894 -5.189  0.0687
24 C 0.350 1.469 -5.456  -0.0887
25 O -0.254 1.367 -4.187  -0.4759
26 C 0.728 1.252 -3.249  1.0078
27 O 0.615 0.944 -2.058  -0.5708
28 O 1.875 1.522 -3.798  -0.4747
29 H 2.772 1.633 -7.171  0.2316
30 H 2.996 0.276 -6.078  0.2274
31 H 3.874 1.574 -5.804  0.2379
32 H 1.630 2.974 -5.270  0.1811
33 H 0.349 0.471 -5.895  0.1757
34 H -0.128 2.142 -6.168  0.2006
35 C -0.570 4.359 1.345  -0.2576
36 O 0.814 4.445 0.940  -0.4925
37 C 1.454 3.477 0.377  1.0260
38 O 0.985 2.359 0.196  -0.6243
39 O 2.717 3.952 0.118  -0.5097
40 C 3.612 3.301 -0.760  -0.2602
41 H -0.902 5.267 1.849  0.1919
42 H -0.619 3.545 2.068  0.2131
43 H -1.273 4.174 0.532  0.2051
44 H 3.438 2.226 -0.789  0.2179
45 H 4.647 3.483 -0.468  0.1926
46 H 3.464 3.592 -1.800  0.1724
47 C 0.346 -4.523 1.154  -0.2632
48 O 0.291 -3.983 2.494  -0.4957
49 C 0.183 -2.692 2.613  1.0558
50 O 0.284 -1.882 1.669  -0.6556
51 O 0.025 -2.251 3.871  -0.4847
52 C -0.128 -3.150 5.016  -0.2590
53 H 0.446 -5.608 1.181  0.2008
54 H 1.236 -4.134 0.658  0.2132
55 H -0.507 -4.257 0.530  0.2087
56 H 0.192 -2.603 5.903  0.2070
57 H 0.407 -4.096 4.934  0.2017
58 H -1.179 -3.399 5.163  0.1912
59 C -3.329 -3.407 0.636  -0.2551
60 O -3.864 -2.465 1.553  -0.5038
61 C -3.176 -1.297 1.853  1.0342
62 O -2.035 -0.977 1.505  -0.6340
63 O -3.890 -0.703 2.847  -0.4965
64 C -3.294 0.482 3.466  -0.2616
65 H -2.310 -3.639 0.944  0.1741
66 H -3.209 -3.012 -0.373  0.2074
67 H -3.934 -4.308 0.534  0.2000
68 H -3.205 1.273 2.722  0.2070
69 H -2.295 0.268 3.846  0.2116
70 H -3.980 0.814 4.245  0.1957

***

Entry 2:
Molecular formula: C2H8N3O
Method: DFT, ωB97M-V/def2-TZVPD

Values from the calculation:
- Lowest unoccupied orbital energy: -3.90 eV
- HOMO energy: -14.133 eV
- HOMO-LUMO gap: 10.237 eV
- Net charge: +1

Each line ends with the natural charge from an NBO analysis.
Atoms and positions in Å:
1 C 0.955 -0.918 -1.777  0.5542
2 N 2.280 -1.025 -1.897  -0.7798
3 O 0.299 -1.052 -0.755  -0.6985
4 H 0.433 -0.764 -2.733  0.1355
5 H 2.656 -1.008 -2.830  0.4122
6 H 2.840 -1.448 -1.173  0.4145
7 N -0.914 -0.406 1.588  -0.6637
8 C -1.297 0.823 1.751  0.4143
9 N -1.332 1.787 0.830  -0.7718
10 H -0.194 -0.557 0.861  0.4719
11 H -1.263 -1.012 2.314  0.4388
12 H -1.803 1.069 2.667  0.2072
13 H -2.122 2.412 0.864  0.4314
14 H -0.539 2.100 0.292  0.4339

***

Entry 3:
Molecular formula: C16H36LiN3O9P
Method: DFT, ωB97M-V/def2-TZVPD

Values from the calculation:
- Lowest unoccupied orbital energy (spin up / spin down): 0.00 / -4.62 eV
- HOMO energy (spin up / spin down): -8.883 / -8.051 eV
- 2S+1: 2
- HOMO-LUMO gap (spin up / spin down): 8.880 / 3.427 eV
- Net charge: 0
- ⟨S²⟩: 0.76

Each line ends with the Mulliken spin population.
Atoms and positions in Å:
1 Li -22.449 -14.111 3.891  0.0012
2 C -23.258 -17.169 2.107  0.0077
3 C -23.888 -17.282 0.720  -0.0004
4 C -23.512 -16.132 -0.129  0.0005
5 C -24.081 -16.148 -1.564  0.0000
6 P -23.784 -14.574 -2.482  0.0001
7 C -24.781 -14.522 -4.029  0.0000
8 C -24.486 -15.753 -5.003  0.0000
9 C -23.645 -15.345 -6.238  0.0000
10 C -23.293 -16.448 -7.242  0.0000
11 C -24.225 -13.026 -1.487  0.0000
12 C -25.682 -12.905 -0.955  0.0004
13 C -25.759 -11.784 0.111  0.0001
14 C -25.747 -10.308 -0.465  0.0000
15 C -21.973 -14.604 -2.881  0.0000
16 C -21.226 -13.278 -3.211  0.0000
17 C -19.746 -13.513 -3.636  0.0000
18 C -18.813 -13.620 -2.462  0.0000
19 H -22.219 -16.842 2.055  -0.0001
20 H -23.329 -18.108 2.656  0.0001
21 H -23.740 -16.440 2.758  -0.0063
22 H -24.959 -17.239 0.920  -0.0001
23 H -23.575 -18.291 0.447  -0.0001
24 H -22.426 -16.202 -0.196  0.0000
25 H -23.843 -15.190 0.308  -0.0005
26 H -25.170 -16.113 -1.523  0.0000
27 H -23.774 -17.051 -2.092  0.0000
28 H -24.753 -13.583 -4.581  0.0000
29 H -25.774 -14.750 -3.643  0.0000
30 H -25.422 -16.177 -5.366  0.0000
31 H -24.079 -16.586 -4.430  0.0000
32 H -22.682 -14.902 -5.986  0.0000
33 H -24.138 -14.561 -6.813  0.0000
34 H -22.931 -15.904 -8.115  0.0000
35 H -24.174 -17.042 -7.485  0.0000
36 H -22.535 -17.135 -6.868  0.0000
37 H -24.025 -12.186 -2.152  0.0000
38 H -23.537 -12.948 -0.646  0.0000
39 H -25.926 -13.826 -0.426  -0.0004
40 H -26.366 -12.730 -1.786  0.0000
41 H -25.035 -11.962 0.906  -0.0005
42 H -26.755 -11.850 0.550  0.0001
43 H -24.884 -10.154 -1.113  0.0000
44 H -25.700 -9.665 0.413  0.0000
45 H -26.589 -10.144 -1.137  0.0000
46 H -21.948 -15.346 -3.679  0.0000
47 H -21.404 -15.013 -2.046  0.0000
48 H -21.070 -12.719 -2.289  0.0000
49 H -21.710 -12.684 -3.986  0.0000
50 H -19.586 -12.597 -4.206  0.0000
51 H -19.815 -14.426 -4.227  0.0000
52 H -18.904 -12.955 -1.603  0.0000
53 H -17.816 -13.338 -2.799  0.0000
54 H -18.748 -14.655 -2.125  0.0000
55 N -21.831 -13.505 6.279  -0.0293
56 O -22.003 -13.468 7.486  0.2075
57 O -21.978 -12.525 5.569  0.2653
58 O -21.499 -14.548 5.714  0.2415
59 N -25.533 -14.583 3.921  -0.0103
60 O -26.043 -13.567 3.486  0.0773
61 O -24.408 -14.482 4.448  0.1722
62 O -26.072 -15.707 3.893  0.0754
63 N -21.473 -13.841 1.532  0.0001
64 O -20.833 -14.217 2.485  -0.0003
65 O -22.501 -13.364 1.889  -0.0013
66 O -21.066 -13.880 0.416  0.0000

***

- Number 3 is which compound?
  C16H36LiN3O9P

***

- Which value of net charge does entry 3 give?
  0

***

- Among the records above, which one has the highest net charge?
  C2H8N3O

***

- net charge of number 2 (C2H8N3O)?
  +1